Record 1
The following is a quantum chemistry calculation of a structure of composition C15H31CrNO3P2, from the OMol25 dataset.

ΔE to the lowest compared entry with this formula, charge and spin = 2.1132 eV
Kohn-Sham gap (alpha / beta) = 7.15 / 5.48 eV
LUMO (alpha / beta) = 0.21 / -1.91 eV
HOMO (alpha / beta) = -6.947 / -7.386 eV
2S+1 = 5

```
53
C15H31CrNO3P2 (ωB97M-V/def2-TZVPD)
H -2.40 1.11 -4.39
N -1.52 1.03 4.45
C 0.17 1.41 -2.86
P 0.58 -2.40 1.87
C 0.56 0.51 0.49
C -1.26 1.34 -2.54
H 2.17 1.99 0.50
H 1.69 1.21 -4.32
C -1.08 2.84 2.12
O -1.43 1.41 5.61
C 1.23 -0.81 -3.72
H -0.99 -4.26 1.68
C -1.01 -1.44 -2.53
H 0.60 2.61 -0.01
C 0.45 -1.47 -2.61
H 2.86 -2.65 1.24
C 0.35 -2.88 3.60
H -1.58 3.39 2.92
H 0.93 -2.38 -2.22
H 2.30 -0.82 -3.47
C 1.09 1.94 0.71
C 0.79 0.66 -4.01
H -0.35 -2.14 4.03
H 1.09 4.62 3.77
O 1.17 1.80 3.50
C -2.26 0.61 -3.42
H -0.09 -3.88 3.57
H -1.71 2.20 -2.01
H 2.41 4.44 2.59
H 1.30 -2.86 4.14
H 1.83 -3.77 0.31
H 1.16 -1.40 -4.65
Cr -0.20 0.06 -1.47
H 2.26 -4.16 2.03
H -1.50 1.83 2.08
C 2.03 -3.36 1.31
C -1.86 -0.86 -3.66
H 0.83 5.12 2.07
H -1.48 -2.28 -2.00
C -0.73 -3.41 1.04
H -0.24 0.25 1.21
H 0.68 2.35 -2.60
C 1.33 4.39 2.72
H -1.27 3.34 1.17
H -2.76 -1.47 -3.78
O -1.83 -0.09 4.05
H 0.14 0.68 -4.89
P 0.73 2.73 2.42
H -0.36 -3.75 0.07
H 1.39 -0.21 0.63
H -1.62 -2.78 0.86
H -1.35 -0.99 -4.63
H -3.25 0.66 -2.95
```

***

Record 2
The following is a quantum chemistry calculation of a cluster of 2 separate species, C30H27N3O5 in total, from the OMol25 dataset.

ΔE to the lowest compared entry with this formula, charge and spin = 1.2948 eV
Kohn-Sham gap = 3.80 eV
LUMO = -2.41 eV
HOMO = -6.211 eV
2S+1 = 1

```
65
C30H27N3O5 (ωB97M-V/def2-TZVPD)
C 4.50 -1.53 -1.43
C -5.86 0.34 1.94
C 2.41 -2.23 -3.15
H -0.35 2.90 3.14
H 3.26 0.10 -0.80
H 3.37 3.78 2.71
C 0.53 3.72 0.01
H -3.76 -4.11 -1.07
N 1.41 3.60 2.10
H 3.86 4.02 0.82
H -0.29 3.44 -1.93
H -6.24 0.11 0.94
C -2.31 -1.51 3.77
H -3.70 -4.32 -2.83
O 6.61 -3.21 -1.28
H 5.32 -1.30 -0.76
H -4.65 2.43 0.47
H 1.61 -2.52 -3.83
C -3.44 0.19 2.55
C 0.95 -0.38 -2.12
C 1.88 3.76 -1.98
H 3.74 -3.75 -3.91
H 4.00 3.96 -1.71
H -4.48 -1.42 3.55
C 3.61 -2.93 -3.21
H -5.87 -0.58 2.54
H -0.17 -1.30 3.85
C 4.63 -2.63 -2.30
H -3.37 -5.72 -1.76
C 2.24 -1.18 -2.23
H -1.99 2.93 -0.57
H 1.95 3.69 -3.06
C 0.10 3.21 2.21
C -0.44 -2.44 -1.95
C -1.09 -0.90 3.42
H -6.53 1.07 2.42
C -3.24 -4.64 -1.89
C -2.58 1.84 1.19
H -2.32 -2.42 4.37
C 3.33 -0.78 -1.44
C -1.77 -4.30 -1.86
C -4.00 1.82 1.09
C -0.49 3.20 0.91
O 0.45 -3.28 -1.76
H -0.09 0.58 2.16
C -3.52 -0.96 3.31
C -2.23 0.80 2.15
C 0.62 3.65 -1.37
C -1.04 0.19 2.54
C 1.71 3.91 0.77
N 5.77 -3.48 -2.17
C 2.40 3.59 3.16
C 3.04 3.91 -1.21
H -1.19 -0.40 -1.91
O -1.72 -2.88 -2.05
C 2.97 3.97 0.19
C -0.31 -1.01 -2.05
H 2.20 4.36 3.92
N -4.49 0.81 1.87
C -1.69 2.64 0.44
H -1.33 -4.58 -0.88
H -1.24 -4.82 -2.68
O 1.02 0.87 -2.07
O 5.89 -4.46 -2.94
H 2.42 2.60 3.66
```

***

Record 3
The following is a quantum chemistry calculation of a cluster of 2 separate species, H2 in total, from the OMol25 dataset.

ΔE to the lowest compared entry with this formula, charge and spin = 5.4725 eV
Kohn-Sham gap = 7.54 eV
LUMO = -2.62 eV
HOMO = -10.167 eV
2S+1 = 1

```
2
H2 (ωB97M-V/def2-TZVPD)
H 0.00 0.00 1.08
H 0.00 0.00 -1.08
```

***

Record 4
The following is a quantum chemistry calculation of an isolated molecule of C5H14N2, from the OMol25 dataset.

ΔE to the lowest compared entry with this formula, charge and spin = 2.1386 eV
Kohn-Sham gap = 9.00 eV
LUMO = 1.08 eV
HOMO = -7.923 eV
2S+1 = 1
SMILES string = CNC[C@@H](C)NC

```
21
C5H14N2 (ωB97M-V/def2-TZVPD)
C 1.77 0.26 1.94
H 2.51 0.99 1.64
C -0.39 -0.42 -0.59
C -1.73 -1.13 -0.90
C 0.30 -1.27 0.44
H -0.72 1.20 0.68
H 2.15 -0.64 0.10
H -1.44 2.04 -1.78
N -0.61 0.97 -0.29
H 0.82 0.53 2.37
H -0.36 -1.38 1.31
H 0.11 -0.54 -1.56
H -0.27 2.94 -0.98
N 1.63 -0.83 0.94
H 0.47 -2.29 0.08
H -2.49 -0.97 -0.12
C -0.42 1.93 -1.34
H 0.29 1.57 -2.10
H 2.21 -0.26 2.81
H -2.14 -0.46 -1.67
H -1.70 -2.23 -0.99
```

***

Record 5
The following is a quantum chemistry calculation of a cluster of 2 separate species, C4H12NO in total, from the OMol25 dataset.

ΔE to the lowest compared entry with this formula, charge and spin = 0.2866 eV
Kohn-Sham gap = 12.82 eV
LUMO = -3.15 eV
HOMO = -15.969 eV
2S+1 = 1
Total charge = +1

```
18
C4H12NO (ωB97M-V/def2-TZVPD)
C 1.14 1.09 0.58
O -2.40 -1.12 0.76
C -0.15 0.24 -1.19
H 1.80 1.84 0.15
H -0.58 2.21 -0.31
C 1.57 -0.35 0.30
H 0.72 -1.74 -1.00
N 0.39 -0.95 -0.44
H -3.13 -0.52 0.81
H -2.67 -2.01 0.51
H -1.04 0.90 0.71
H 1.77 -0.91 1.21
H 0.59 0.63 -1.88
H 2.43 -0.45 -0.37
H -1.03 -0.05 -1.74
H -0.28 -1.29 0.25
H 1.13 1.27 1.66
C -0.28 1.21 0.00
```

***

Record 6
The following is a quantum chemistry calculation of a structure of composition C18H33FeGeO3, from the OMol25 dataset.

ΔE to the lowest compared entry with this formula, charge and spin = 0.3258 eV
Kohn-Sham gap (alpha / beta) = 6.90 / 7.42 eV
LUMO (alpha / beta) = -9.12 / -8.61 eV
HOMO (alpha / beta) = -16.020 / -16.021 eV
2S+1 = 2
Total charge = +2

```
56
C18H33FeGeO3 (ωB97M-V/def2-TZVPD)
C 0.92 -0.68 -2.99
H 2.40 0.87 -2.97
H -0.17 -3.76 2.24
C 1.98 3.61 0.31
C 1.35 2.50 2.46
C -2.50 1.38 -2.83
C -3.62 0.86 -0.65
H 1.14 1.54 2.94
H -2.54 -2.11 1.23
H -0.48 -3.31 0.56
O -1.17 0.81 -0.88
H -3.62 0.20 0.22
C -2.47 0.52 -1.59
H 0.91 -3.39 -0.95
H 1.07 4.22 0.34
H -0.27 -0.30 3.60
C 1.77 2.29 1.01
C 0.15 -1.24 3.24
H -3.52 -1.17 -2.38
H 2.14 2.99 3.01
H -1.80 -1.18 -2.71
C -2.05 -1.76 2.14
C 1.20 -2.43 -1.34
H -4.57 0.75 -1.17
H -3.54 1.89 -0.30
H 1.22 -1.11 3.07
H 1.09 -2.93 1.32
H 0.46 3.12 2.52
O -0.29 -0.62 0.95
H -2.49 2.44 -2.56
C 0.49 -1.88 -2.41
H 2.96 -2.28 -0.11
H -3.41 1.18 -3.40
Fe 0.57 -0.17 -0.64
C 0.01 -3.00 1.48
C -2.54 -0.94 -1.96
H 2.81 0.42 1.27
Ge -1.09 1.39 0.89
H -0.34 -2.43 -2.83
H -2.39 -1.58 -1.08
H 2.24 3.45 -0.74
H 3.43 1.44 -0.06
H 0.40 -0.29 -3.86
H 3.68 -0.14 -1.10
C 2.76 -0.60 -1.43
H 3.78 1.85 1.62
H 2.79 4.16 0.79
H 0.00 -2.02 3.98
O 0.67 1.56 0.29
H -1.64 1.19 -3.46
C 2.05 -0.04 -2.51
H -2.47 -0.79 2.41
H -2.26 -2.46 2.95
C 2.35 -1.80 -0.86
C -0.54 -1.67 1.93
C 3.02 1.44 0.96
```

***

Record 7
The following is a quantum chemistry calculation of a cluster of 2 separate species, C9H14O in total, from the OMol25 dataset.

ΔE to the lowest compared entry with this formula, charge and spin = 0.5418 eV
Kohn-Sham gap (alpha / beta) = 10.31 / 6.93 eV
LUMO (alpha / beta) = -3.87 / -7.65 eV
HOMO (alpha / beta) = -14.177 / -14.576 eV
2S+1 = 2
Total charge = +1

```
24
C9H14O (ωB97M-V/def2-TZVPD)
C -1.09 2.05 0.05
H -1.39 2.87 0.69
H -1.45 -2.37 -1.03
H 0.84 1.35 -2.71
H -2.89 -1.49 -1.26
H 1.34 -2.24 2.72
H 0.85 -0.42 1.18
O 0.53 3.41 -1.05
H -2.37 0.68 1.01
C -0.15 2.28 -0.96
C -1.35 -0.21 -0.75
H -2.23 -1.71 0.47
H -0.10 -0.82 -2.38
C -0.42 0.01 -1.77
C 0.24 1.22 -1.82
C -1.67 0.81 0.20
C 1.72 -1.02 0.88
C 2.14 -1.73 2.18
H 2.98 -2.42 2.13
H 2.52 -0.94 2.83
C -2.02 -1.55 -0.59
H 0.00 4.14 -0.72
H 2.54 -0.33 0.70
H 1.42 -1.58 0.00
```

***

Record 8
The following is a quantum chemistry calculation of a cluster of 2 separate species, C6H9P in total, from the OMol25 dataset.

ΔE to the lowest compared entry with this formula, charge and spin = 3.9659 eV
Kohn-Sham gap (alpha / beta) = 7.00 / 6.83 eV
LUMO (alpha / beta) = -1.17 / -1.33 eV
HOMO (alpha / beta) = -8.176 / -8.162 eV
2S+1 = 1

```
16
C6H9P (ωB97M-V/def2-TZVPD)
C -1.15 0.24 -0.08
H 1.06 -2.04 0.46
H -2.22 1.62 -1.11
H -0.11 2.23 0.40
H -1.40 -1.97 -0.01
C 1.08 0.19 0.54
P 3.66 0.26 -0.24
C -2.46 0.79 -0.48
H 1.62 0.33 1.41
H -3.03 0.07 -1.09
C -0.11 1.09 0.30
C -0.67 -1.12 -0.11
H 3.87 -0.77 0.74
C 0.52 -1.13 0.46
H 4.39 1.29 0.53
H -2.99 1.10 0.31
```

***

Q: Which electronic energy values were calculated for the entries above? A: -2597.4798 -1699.6781 -0.9598 -308.3445 -289.3643 -4271.4247 -426.2563 -575.1923, in a.u..